1.
This record from the Open Molecules 2025 dataset describes a structure of composition C18H34ClNaO22. The level of theory is ωB97M-V/def2-TZVPD.

Summary:
frontier orbital gap: 8.59 eV
strongest force on any atom: 1.86 eV Å⁻¹
ΔE to the lowest compared entry with this formula, charge and spin: 0.00 kJ/mol

Geometry as XYZ:
```
76
Properties=species:S:1:pos:R:3:forces:R:3:mulliken_charge:R:1
H 8.66293 -16.35057 -16.77593 -0.4533 0.0696 -0.0702 0.0989
H 14.06214 -15.95665 -12.84131 -0.2720 0.0642 -0.3760 -0.0415
O 7.63860 -18.05655 -16.11183 0.3152 0.1012 -0.0190 -0.4415
H 7.68216 -15.54110 -10.14643 0.4475 -0.2428 -0.3155 0.2157
C 8.03029 -17.84081 -14.86854 -0.4178 -0.9639 0.1340 0.6498
O 14.45268 -14.89478 -16.54517 0.6340 -0.1873 0.2008 -0.4882
O 11.04002 -19.76021 -13.52196 -0.5501 -0.4673 -0.2296 -0.3808
O 12.52504 -12.23572 -10.67564 -0.0348 0.7896 0.2819 -0.4696
H 14.07678 -14.74733 -18.53218 0.2760 -0.2394 0.2688 0.2745
H 8.47039 -18.41520 -12.39065 -0.0343 -0.1056 0.0397 -0.1267
C 12.49846 -18.13058 -16.16088 0.0444 0.0944 -0.5137 -0.4685
H 14.48089 -14.23886 -12.68053 -0.3897 0.2186 -0.4469 0.1827
H 12.16519 -12.45765 -14.44738 0.0218 0.2916 -0.2531 -0.0435
H 4.70469 -13.35346 -13.64520 0.0546 0.3467 0.1252 0.3044
O 9.55847 -15.36179 -9.20041 -0.0288 0.0203 0.7880 -0.4279
O 10.18352 -14.26352 -18.22080 0.4079 -0.8077 -0.9991 -0.6734
H 12.81070 -15.57174 -17.64749 -0.2349 0.1557 0.2669 0.2403
H 13.51293 -18.35689 -15.83314 -0.0301 0.3824 0.3655 0.4152
H 15.70352 -15.43024 -12.60620 0.1733 -0.1178 -0.5114 0.3745
H 13.26902 -17.35480 -9.25372 -0.1649 0.3286 0.3419 0.2942
H 10.50748 -12.20839 -14.00401 0.0670 0.1857 0.1033 0.0024
C 13.97908 -15.01876 -15.31249 -0.0009 0.3382 -0.6699 0.5543
H 12.08168 -19.73092 -11.75813 -0.0075 0.3856 0.1141 0.3480
O 10.66790 -12.14637 -17.29176 0.1786 -0.2557 -0.0510 -0.7134
C 14.77540 -15.18470 -13.12873 0.2433 -0.2972 1.7424 -0.3145
O 8.78289 -13.49359 -13.14401 0.2901 -0.1157 -0.1020 -0.2334
C 11.58155 -18.69309 -14.07410 0.7468 1.0331 -0.0176 0.7631
H 12.93709 -16.34156 -10.71618 0.1447 0.0319 0.1667 -0.0723
O 12.81247 -15.01393 -15.02544 -0.1730 -0.1514 0.5872 0.3598
H 7.11465 -19.56684 -12.24431 0.0787 -0.2383 -0.4302 0.3791
H 13.34023 -14.02287 -10.05807 -0.3333 -0.1306 -0.0682 0.1225
C 5.77806 -15.10305 -13.00644 -0.2070 0.3180 0.4719 -0.4719
O 12.07241 -17.73388 -13.51138 -0.3095 -0.4900 0.2600 -0.4073
H 12.10488 -17.85204 -10.49016 0.1521 -0.1724 -0.0865 -0.1930
C 12.66260 -13.24439 -9.69146 0.5631 -0.6630 -0.2863 -0.3379
O 7.40285 -18.75403 -14.10560 -0.6724 0.0086 -0.6149 -0.4669
C 12.08628 -12.60381 -11.87623 0.2762 -0.4852 -0.3757 0.5447
H 5.36723 -15.68728 -12.18508 0.1463 -0.2875 -0.1360 0.3755
O 10.02738 -13.95053 -15.90977 0.1283 -0.2487 0.2252 -0.5436
H 12.44184 -18.52873 -17.17321 -0.3544 -0.0065 0.0588 0.3165
O 7.19909 -15.07180 -12.91567 0.0710 -0.0574 -0.3145 0.1843
H 7.77695 -17.31432 -18.00583 -0.0118 -0.0767 -0.0352 0.3107
C 13.51658 -14.74894 -17.59421 -0.2298 0.4662 -1.2716 -0.5989
O 11.93695 -13.74958 -12.23262 -0.3562 -0.6866 0.1787 0.2057
O 8.81725 -17.02382 -14.47853 0.5062 0.3290 0.2881 -0.0531
C 8.38168 -14.80145 -9.75319 -0.7523 0.2404 -0.0877 -0.5250
H 13.02845 -13.77286 -17.59506 -0.3310 -0.2258 0.5246 0.2749
H 11.43684 -10.80161 -14.52186 0.3566 0.2471 0.3733 0.3039
H 8.63348 -14.05673 -10.50559 -0.0319 -0.0749 -0.1060 0.1727
C 11.49146 -11.73677 -13.98124 -0.3621 -1.5313 -0.3443 -0.0033
H 12.23825 -17.07797 -16.16825 0.3497 0.1481 0.1040 -0.1263
C 7.63796 -13.79823 -13.06993 -0.3965 -0.3562 0.8005 0.0408
H 9.35977 -17.81931 -17.29534 -0.2759 -0.4728 -0.0727 0.2076
C 7.45095 -18.64502 -12.71080 0.7965 0.6300 1.2102 -0.1587
H 13.17535 -12.82372 -8.83106 -0.3657 0.3789 0.0168 0.2884
H 10.35338 -19.23842 -11.62588 0.0210 0.1273 0.0342 0.1537
O 15.03103 -15.12452 -14.50326 0.1007 0.0084 -0.2559 -0.4456
H 4.93358 -13.40054 -11.87479 0.0782 0.0220 0.0277 0.2924
C 10.38780 -16.00578 -10.00382 -0.0588 0.0725 -0.5331 0.4237
Cl 9.83837 -13.32536 -17.21340 -0.7689 1.0440 1.3297 1.8119
C 8.38912 -17.35253 -17.11537 0.6869 0.7974 0.1466 -0.4484
H 7.83004 -14.33609 -8.93783 0.4124 0.1607 0.1460 0.3351
C 11.06633 -19.89450 -12.11447 0.6476 -0.2611 0.3850 -0.6795
O 10.18889 -16.21672 -11.17619 0.2013 -0.1976 -0.0437 0.2107
H 10.86623 -20.93926 -11.88726 -0.3894 0.0494 -0.2101 0.2841
O 11.54380 -18.84145 -15.38337 -0.3494 -0.9798 -0.3604 -0.3715
O 11.44834 -16.35195 -9.28713 0.1258 0.1726 0.7353 -0.4163
O 6.61122 -12.94363 -12.96918 0.3004 0.6032 -0.3596 -0.4008
O 8.45244 -12.94174 -17.32724 0.0802 -0.1475 -0.1459 -0.7594
O 11.92376 -11.55417 -12.62269 -0.1056 1.5155 0.1127 -0.4796
H 5.47143 -15.50308 -13.97009 0.0709 -0.1124 -0.0111 0.2798
H 6.83172 -17.85078 -12.28158 -0.1297 0.1225 -0.5176 -0.0022
H 11.69093 -13.66327 -9.43615 0.0998 -0.0152 0.1469 0.1195
Na 10.53066 -15.41627 -13.70198 0.1696 0.3540 -0.1264 0.4293
C 5.38346 -13.62930 -12.83902 -0.4186 -0.4884 -0.4625 -0.4469
C 12.52124 -17.00375 -9.95452 -0.4624 -0.2956 -1.2714 0.0857
```
Forces are in eV/Å.


2.
This record from the Open Molecules 2025 dataset describes a cluster of 4 separate species, C18H34FN6O in total. The level of theory is ωB97M-V/def2-TZVPD.

Summary:
frontier orbital gap: 10.57 eV
strongest force on any atom: 1.45 eV Å⁻¹
total charge: +1
ΔE to the lowest compared entry with this formula, charge and spin: 24.44 kJ/mol

Geometry as XYZ:
```
60
Properties=species:S:1:pos:R:3:forces:R:3:nbo_charge:R:1
C 1.78600 2.22955 -4.07107 0.1715 -0.0408 0.2321 -0.5125
C -2.86739 -2.16157 2.02975 -0.1692 0.0571 -0.1168 0.4335
H -3.44998 -4.37902 -0.49911 0.0011 -0.0001 -0.0060 0.2125
H 5.84449 -1.53525 2.10735 0.0060 0.0249 -0.0453 0.2617
H -0.54248 2.26629 3.81475 -0.4508 -0.1374 0.1488 0.4223
C -2.58632 -4.54168 0.14746 0.0089 0.0106 0.0422 -0.6149
F -2.39283 -0.47889 -1.60125 0.0734 0.0956 -0.1674 -0.3684
H -4.09010 -3.44938 3.10002 0.0299 0.0701 0.0208 0.2681
H 2.45443 1.86272 -4.85136 -0.0626 0.0443 -0.0804 0.2543
N -0.53177 1.53203 3.12596 -0.5680 -0.2486 -0.4058 -0.3244
H 4.02620 3.85434 -4.42864 0.0031 0.0006 -0.0041 0.2107
H -4.19956 2.24440 -1.39209 0.0976 0.0603 0.1831 0.2333
N -1.57775 2.50454 1.30041 0.3018 -0.4657 -0.3730 -0.5581
N 4.20763 -0.10133 -0.15138 -0.1315 -0.0104 0.0045 -0.3558
H 2.17112 -2.17685 1.19233 0.0124 0.0070 -0.0025 0.1999
H 3.28763 2.34928 -2.55153 -0.0390 -0.0451 -0.0008 0.2234
H -1.03869 -0.29512 3.21279 -0.1499 0.0703 -0.0240 0.5083
O -0.29802 0.23878 3.56260 0.9197 0.1984 0.1425 -0.5377
H 4.37169 -3.36685 1.20749 0.0412 0.0186 -0.0034 0.2162
H 0.84265 0.48770 1.44654 0.5047 0.4157 -0.0137 0.4244
N 0.28828 1.18706 0.95686 -0.9337 -1.1004 0.1742 -0.5426
C 2.54449 -2.65617 2.10095 0.0104 0.0087 -0.0173 -0.6147
H 3.93269 4.71568 -2.89414 0.0095 0.0058 -0.0072 0.2210
H -1.87253 -3.73535 -0.03297 -0.0131 0.0153 -0.0074 0.2064
H -3.78034 1.33182 0.09774 -0.0266 0.0319 -0.0199 0.1848
H -1.11614 -0.18693 0.34386 -0.0119 -0.2802 -0.4272 0.2353
H -0.54820 3.39616 -0.23754 -0.0772 0.0255 0.0544 0.2324
H -4.56865 0.54042 -1.25590 0.0445 0.0531 -0.0245 0.2493
C -1.45127 2.79102 -0.13759 0.2382 0.3064 -0.0256 -0.2391
H 4.45633 -0.80816 2.89237 -0.0201 0.0468 -0.0325 0.2437
H 2.08111 -3.63980 2.16886 -0.0121 -0.0023 -0.0054 0.2234
H 0.25402 -0.00779 -0.80794 0.0775 -0.1336 0.2747 0.2407
N -2.19307 -1.23433 1.97438 0.0269 0.0852 0.3356 -0.4986
C 3.34332 4.19947 -3.65099 -0.0494 0.0160 0.0346 -0.6141
H -0.59480 1.85238 -1.81520 -0.0352 -0.0221 0.0298 0.2316
H 4.40680 -3.30937 2.95826 0.0334 0.0253 0.0077 0.2181
H -2.11407 -5.47498 -0.15483 0.0041 0.0044 -0.0098 0.2311
C 0.71189 3.02015 -4.67139 -0.0334 -0.1091 0.0170 0.2829
C -0.59155 1.74123 1.79892 0.4560 0.3324 0.2262 0.6671
C -2.50914 0.91540 -1.63706 -0.1502 0.4536 0.3165 0.2141
H 1.91059 3.39715 -2.25665 -0.0284 -0.0310 -0.0068 0.1906
C 2.58532 3.03037 -3.03519 0.1288 0.0937 -0.0183 -0.3783
C 4.76300 -1.41285 2.03662 0.1149 -0.1764 0.0437 -0.5151
C -3.73071 -3.33596 2.07588 -0.0169 -0.2462 0.0892 -0.5285
H -4.60429 -3.14642 1.44930 0.0348 0.0786 -0.0379 0.2623
C 4.06386 -2.77608 2.07110 -0.1468 -0.0308 0.0277 -0.3806
C -3.82988 1.29975 -0.99240 -0.0953 -0.3221 -0.0871 -0.6521
N -0.15596 3.64008 -5.09603 -0.0307 0.0273 0.0407 -0.3303
H -2.47863 2.17835 1.62885 -0.1119 0.5978 0.2600 0.4251
H 2.66174 4.92595 -4.09574 -0.0043 -0.0160 -0.0255 0.2164
H -2.53763 1.23566 -2.68062 0.0200 -0.3501 -0.0470 0.1889
H 1.34385 1.35066 -3.59675 -0.0638 -0.0173 -0.0872 0.2369
H -2.27493 3.42773 -0.44942 -0.1010 -0.1737 0.0161 0.2435
H 2.21329 -2.07082 2.96237 0.0021 0.0039 0.0019 0.2022
C -1.24092 1.52918 -0.99398 0.2462 0.1195 -0.1176 -0.2801
H -3.67026 -5.44883 1.77221 -0.0373 0.0345 0.0424 0.2257
C -0.45198 0.50569 -0.16191 -0.0855 0.4321 -0.4210 -0.2316
C 4.46296 -0.67584 0.80961 -0.0232 0.1253 0.0269 0.3019
H -2.12518 -4.77137 2.24250 -0.0264 0.0133 0.0478 0.2118
C -3.00036 -4.60401 1.61261 0.0870 -0.0506 -0.1732 -0.3788
```
Forces are in eV/Å.


Among the records above, which one has the highest ΔE to the lowest compared entry with this formula, charge and spin?
C18H34FN6O